ORCA calculation (ωB97M-V with the def2-TZVPD basis set) on 2 unconnected molecules or ions with the total composition C3H11N3O2 at a distorted geometry.

```
19
Properties=species:S:1:pos:R:3:forces:R:3
N -2.694 -0.613 -1.495 0.104 0.578 -0.617
C -1.754 0.221 -0.770 1.083 -2.340 2.062
N -0.340 0.002 -1.192 -0.152 2.764 -0.462
C 0.618 -0.743 -0.396 -1.298 -0.836 -1.184
C 1.668 -0.075 0.446 -0.230 0.412 1.583
N 2.889 -0.651 0.509 0.349 -0.858 -0.780
O 1.395 0.850 1.201 0.299 -0.096 -0.773
H -2.307 -1.547 -1.508 -0.093 -0.268 0.124
H -2.664 -0.332 -2.471 -0.208 0.025 -0.084
H -1.784 -0.221 0.281 -0.248 1.204 -0.877
H -2.040 1.267 -0.795 0.029 -0.013 0.046
H 0.061 0.903 -1.510 -0.257 -0.915 0.232
H 1.015 -1.383 -1.160 1.170 -0.721 0.078
H 0.020 -1.416 0.238 0.374 0.177 0.274
H 3.525 -0.489 1.271 -0.250 0.488 0.078
H 3.139 -1.428 -0.081 -0.255 0.101 -0.030
O -0.583 1.791 2.599 -0.801 -0.294 0.036
H -0.063 1.304 1.923 0.122 0.876 0.646
H -0.099 2.560 2.910 0.261 -0.285 -0.351
```
Positions in Å, forces in eV/Å.

Results
Frontier orbital gap, eV: 9.7
E, hartree: -435.6441
SMILES: NCNCC(N)=O.O
Max |F|, hartree/bohr: 0.0642
Charge: 0
LUMO energy, eV: 0.57



ORCA calculation (ωB97M-V with the def2-TZVPD basis set) on 2 unconnected molecules or ions with the total composition C3H11N3S at a distorted geometry.

```
18
Properties=species:S:1:pos:R:3:forces:R:3
H -0.155 -3.056 0.091 -0.249 -0.005 -0.794
N 0.028 -2.053 0.078 0.603 -0.922 1.768
C 1.285 -1.838 0.147 -0.327 0.781 -1.358
N 2.266 -2.647 -0.329 0.269 0.006 0.678
H 1.616 -0.829 0.413 0.076 -0.142 0.113
H 2.042 -3.337 -1.024 0.038 -0.128 0.129
H 3.211 -2.314 -0.269 0.051 -0.139 -0.169
N 0.408 2.362 0.048 0.015 0.116 -0.317
C -0.694 1.740 0.773 0.094 0.106 -0.100
C -1.917 1.313 -0.038 -0.100 -0.287 0.467
S -1.525 0.112 -1.347 0.076 0.069 0.319
H 0.132 3.268 -0.315 -0.058 0.036 0.153
H 0.612 1.816 -0.785 -0.020 -0.144 0.084
H -0.295 0.857 1.277 -0.052 -0.059 0.038
H -1.010 2.429 1.560 -0.017 0.000 0.012
H -2.448 2.159 -0.470 0.131 0.125 -0.202
H -2.615 0.845 0.663 -0.033 0.009 -0.117
H -0.941 -0.827 -0.473 -0.497 0.579 -0.704
```
Positions in Å, forces in eV/Å.

Results
Frontier orbital gap, eV: 8.9
E, hartree: -683.3277
SMILES: [H]/N=C\N.NCCS
Max |F|, hartree/bohr: 0.0405
Charge: 0
LUMO energy, eV: 0.69



ORCA calculation (ωB97M-V with the def2-TZVPD basis set) on 2 unconnected molecules or ions with the total composition C3H11N3Si at a distorted geometry.

```
18
Properties=species:S:1:pos:R:3:forces:R:3
C -2.854 -1.189 -0.376 0.580 2.062 2.065
C -2.281 -0.051 0.233 -3.516 -2.081 1.428
C -1.526 0.975 -0.249 2.657 0.796 -3.467
N 2.112 0.652 1.639 1.436 -0.405 -0.748
N 1.015 -1.428 -0.032 0.659 0.621 -0.308
N 2.562 0.820 -1.101 0.871 -2.398 -0.041
Si 1.438 0.223 0.098 -0.856 1.039 -0.403
H -3.778 -1.620 0.015 0.598 0.009 0.210
H -2.415 -1.665 -1.199 0.451 -0.338 -1.404
H -2.729 0.249 1.207 0.099 -0.678 -0.426
H -1.551 1.956 0.216 0.159 -0.340 0.023
H -1.472 0.967 -1.393 0.410 0.348 1.674
H 1.846 1.419 2.189 -1.429 0.862 0.931
H 3.078 0.938 1.466 0.071 -0.459 -0.199
H 0.023 -1.463 0.165 0.037 -0.905 0.177
H 1.641 -2.117 0.381 -0.806 0.024 0.071
H 2.423 1.671 -1.580 -0.148 0.856 -0.371
H 3.185 0.173 -1.653 -1.272 0.986 0.786
```
Positions in Å, forces in eV/Å.

Results
Frontier orbital gap (spin up / spin down), eV: 7.4 / 6.5
E, hartree: -574.6074
Max |F|, hartree/bohr: 0.0863
Charge: 0
LUMO energy (spin up / spin down), eV: 0.05 / -0.12



ORCA calculation (ωB97M-V with the def2-TZVPD basis set) on 2 unconnected molecules or ions with the total composition C3H11N4 at a distorted geometry.

```
18
Properties=species:S:1:pos:R:3:forces:R:3
C -0.115 -3.255 -0.899 0.737 0.460 0.327
C 0.245 -2.395 0.049 -0.683 -0.533 0.067
N 1.214 -1.355 -0.044 0.579 -0.362 -0.019
H 0.426 -3.286 -1.838 -0.219 -0.086 -0.088
H -0.869 -3.992 -0.680 -0.114 0.005 -0.167
H -0.287 -2.432 0.999 0.192 0.090 0.010
H 1.798 -1.513 -0.862 -0.103 0.128 -0.027
H 1.847 -1.397 0.753 -0.037 -0.081 -0.015
N -0.754 0.569 0.805 -0.178 -0.098 -0.364
C -0.402 1.676 0.162 1.143 0.712 1.313
N 0.855 1.785 -0.293 -0.561 -0.179 -0.477
N -1.169 2.774 0.200 -0.086 -0.263 -0.282
H -1.744 0.400 0.911 0.181 -0.222 0.227
H -0.065 -0.205 0.816 -0.749 0.582 -0.371
H 1.347 0.927 -0.497 -0.004 -0.055 -0.028
H 1.103 2.607 -0.816 0.171 -0.001 0.035
H -1.857 2.860 0.931 -0.133 -0.045 -0.110
H -0.794 3.638 -0.160 -0.137 -0.054 -0.031
```
Positions in Å, forces in eV/Å.

Results
Frontier orbital gap, eV: 9.7
E, hartree: -339.7151
Max |F|, hartree/bohr: 0.0366
Charge: +1
LUMO energy, eV: -2.98